The following is a quantum chemistry calculation of 10 unconnected molecules or ions with the total composition C10H40O10 at a distorted geometry, from the OMol25 dataset.

The geometry in XYZ format:
```
60
Properties=species:S:1:pos:R:3:forces:R:3
C -5.542 -13.898 9.896 -1.00 -0.76 0.74
O -5.862 -14.677 8.727 0.63 1.09 -0.30
H -6.434 -13.348 10.195 -0.17 -0.35 0.10
H -5.300 -14.664 10.633 0.12 0.55 0.61
H -4.784 -13.116 9.894 0.46 -0.33 -0.85
H -5.017 -14.854 8.307 -0.06 -0.23 -0.23
C -7.009 -15.861 13.233 1.58 -1.23 -2.07
O -8.264 -15.786 13.768 -0.67 0.68 1.63
H -7.097 -16.763 12.627 0.73 0.06 -0.40
H -6.754 -15.009 12.602 -0.10 0.15 -0.13
H -6.164 -16.001 13.907 -0.27 -0.01 0.56
H -8.198 -15.071 14.405 -0.73 0.60 0.84
C -9.409 -14.314 10.331 0.62 -0.23 -1.27
O -10.504 -14.903 9.550 1.19 0.45 0.94
H -8.501 -14.513 9.763 -0.15 -0.13 -0.52
H -9.414 -13.226 10.398 -0.64 0.03 0.16
H -9.108 -14.742 11.288 -1.15 -0.28 0.37
H -11.361 -14.632 9.888 0.15 0.13 0.36
C -5.081 -11.180 12.268 0.68 -0.59 0.42
O -6.052 -12.096 12.697 -0.84 -0.09 -0.54
H -5.389 -10.750 11.315 0.06 0.08 0.08
H -4.833 -10.417 13.006 -0.39 0.31 -0.03
H -4.159 -11.754 12.169 0.42 0.19 -0.53
H -6.095 -12.134 13.655 0.02 0.03 0.64
C -11.693 -15.274 13.395 1.00 0.51 0.22
O -10.768 -16.310 13.375 -0.75 -2.03 -0.49
H -11.258 -14.451 13.962 -0.60 0.24 0.51
H -11.897 -14.833 12.419 -0.15 -0.22 -0.44
H -12.602 -15.705 13.812 -0.11 0.48 0.14
H -9.825 -16.133 13.405 0.09 0.94 -0.05
C -6.419 -18.437 10.397 0.25 0.49 -0.88
O -5.196 -18.959 10.895 0.10 0.42 0.14
H -6.277 -17.416 10.042 0.52 0.26 0.49
H -6.680 -18.894 9.442 -0.51 -0.66 0.25
H -7.230 -18.374 11.122 -0.04 -0.55 -0.02
H -5.219 -19.915 10.972 -0.33 0.06 -0.04
C -9.510 -11.842 14.219 0.16 1.30 -0.46
O -10.652 -11.416 13.444 -0.20 -0.53 0.08
H -8.715 -11.108 14.093 0.25 -0.08 0.00
H -9.728 -11.844 15.287 -0.22 -0.45 -0.10
H -9.110 -12.785 13.846 -0.36 -0.11 0.17
H -10.551 -10.511 13.139 0.29 -0.13 0.21
C -8.346 -15.024 17.262 -0.55 1.37 0.43
O -8.552 -13.952 16.345 -0.48 -0.87 -1.25
H -7.594 -14.667 17.966 0.47 -0.83 0.02
H -9.266 -15.109 17.841 -0.17 -0.39 0.12
H -8.162 -15.961 16.737 0.36 0.16 0.19
H -8.123 -13.140 16.625 0.51 0.38 0.28
C -5.397 -18.356 17.130 -1.89 1.65 0.53
O -4.078 -18.656 17.226 3.01 -0.99 0.16
H -5.535 -17.626 17.927 -1.23 0.02 0.10
H -5.610 -17.794 16.221 -0.27 -0.39 -0.32
H -6.049 -19.217 17.274 -0.07 0.05 -0.22
H -3.751 -18.129 17.959 0.43 -0.31 -0.28
C -9.946 -18.495 15.985 -0.66 0.20 1.22
O -8.549 -18.269 15.958 -0.18 -0.59 -0.12
H -10.239 -18.955 16.929 0.59 -0.22 0.32
H -10.478 -17.546 16.041 -0.18 0.07 -0.72
H -10.357 -19.187 15.249 0.29 0.35 -0.58
H -8.366 -17.845 15.116 0.13 0.28 -0.17
```
Positions in Å, forces in eV/Å.

Values from the calculation:
Relative energy (zero: lowest compared OMol25 entry of this formula, charge and spin) (kcal/mol): 42.45
Spin multiplicity: 2
HOMO energy (spin up / spin down) (eV): 0.29 / -7.08
Charge: -1
Frontier orbital gap (spin up / spin down) (eV): 2.30 / 9.63
Calculated total energy (a.u.): -1157.133709

Löwdin population analysis, charges in e, atoms 1 to 4: -0.16, -0.13, 0.06, 0.07